No. 1
Computed, not measured: a cluster of 6 separate species, C29H61BN2O14 in total in a non-equilibrium geometry, with ωB97M-V/def2-TZVPD.

- LUMO: 0.168 eV
- Net charge: 0
- SMILES string: CCCNN(CCCO)C(=O)OB(O)CC.CCOC(C)=O.CCOC(C)=O.CCOC(C)=O.CCOC(C)=O.CCOC(C)=O
- Total energy: -63379.0246 eV

Each line ends with the Mulliken charge.
Element x y z (Å)
C -0.970 0.894 4.423  -0.791
C -0.508 0.563 2.882  -0.223
C -0.353 1.944 1.978  -0.440
N 1.049 2.144 1.415  -0.447
N 1.055 1.971 0.011  0.529
C 2.188 2.855 -0.459  -0.131
C 2.810 2.476 -1.926  -0.610
C 4.336 1.871 -1.900  -0.341
O 4.739 1.253 -0.628  -0.504
C 1.373 0.483 -0.186  0.126
O 2.076 -0.101 0.787  -0.518
O 0.835 -0.159 -1.394  -0.501
B 0.832 -1.630 -1.304  0.677
O 1.995 -2.507 -1.066  -0.485
C -0.635 -2.390 -1.553  -0.536
C -0.427 -3.253 -2.970  -0.640
H -1.702 1.807 4.465  0.143
H -1.494 -0.068 4.888  0.229
H -0.051 1.135 5.112  0.211
H 0.540 0.041 2.893  0.166
H -1.253 -0.146 2.316  0.273
H -1.190 2.008 1.162  0.184
H -0.568 2.837 2.739  0.254
H 1.290 3.134 1.665  0.393
H 1.728 3.952 -0.562  -0.168
H 3.034 2.959 0.369  0.399
H 2.873 3.496 -2.545  0.360
H 2.160 1.752 -2.576  0.214
H 4.411 1.033 -2.739  0.246
H 5.062 2.738 -2.265  0.252
H 5.487 0.596 -0.740  0.301
H 2.796 -2.053 -1.494  0.277
H -0.949 -3.093 -0.671  0.269
H -1.470 -1.562 -1.755  0.192
H -1.425 -3.710 -3.378  0.271
H 0.121 -2.537 -3.744  0.168
H 0.351 -4.119 -2.732  0.198
O -0.166 5.679 2.061  -0.599
C -0.931 5.845 1.112  0.823
O -2.255 6.012 1.322  -0.363
C -3.205 6.380 0.306  -0.410
C -3.674 5.162 -0.464  -0.909
C -0.420 5.774 -0.298  -0.960
H -2.800 7.162 -0.345  0.362
H -4.059 6.825 0.827  0.315
H -2.849 4.673 -0.989  0.249
H -4.435 5.439 -1.199  0.353
H -4.097 4.418 0.219  0.283
H -0.340 4.725 -0.597  0.152
H 0.570 6.237 -0.331  0.364
H -1.033 6.313 -1.016  0.335
O -1.039 -0.585 6.792  -0.533
C -1.126 0.097 7.813  0.848
O -1.625 1.351 7.755  -0.186
C -1.928 2.164 8.904  -0.523
C -0.689 2.884 9.399  -1.239
C -0.598 -0.419 9.120  -1.235
H -2.415 1.574 9.686  0.507
H -2.664 2.905 8.573  0.390
H 0.083 2.181 9.725  0.293
H -0.934 3.542 10.238  0.396
H -0.249 3.484 8.595  0.331
H 0.483 -0.261 9.154  0.288
H -0.810 -1.489 9.181  0.342
H -1.061 0.035 9.991  0.371
O -1.658 -3.948 -5.712  -0.590
C -0.848 -4.814 -6.040  0.838
O 0.478 -4.561 -5.993  -0.303
C 1.507 -5.548 -6.188  -0.439
C 1.790 -5.751 -7.663  -0.837
C -1.320 -6.132 -6.581  -1.127
H 1.258 -6.482 -5.673  0.350
H 2.407 -5.158 -5.701  0.328
H 0.912 -6.125 -8.196  0.304
H 2.609 -6.462 -7.805  0.301
H 2.063 -4.800 -8.134  0.223
H -1.564 -6.016 -7.640  0.268
H -2.218 -6.430 -6.032  0.313
H -0.604 -6.940 -6.457  0.362
O 5.342 -6.329 -8.621  -0.559
C 5.763 -5.179 -8.504  0.815
O 4.903 -4.140 -8.441  -0.341
C 5.278 -2.784 -8.134  -0.373
C 5.762 -2.063 -9.376  -1.004
C 7.239 -4.904 -8.519  -1.063
H 6.005 -2.753 -7.316  0.347
H 4.374 -2.290 -7.762  0.323
H 6.656 -2.533 -9.794  0.274
H 5.995 -1.018 -9.150  0.369
H 4.996 -2.092 -10.158  0.307
H 7.587 -4.884 -9.554  0.269
H 7.747 -5.710 -7.981  0.307
H 7.519 -3.981 -8.020  0.336
O -8.135 2.786 7.495  -0.598
C -7.324 1.920 7.168  0.678
O -5.998 2.173 7.214  -0.357
C -4.969 1.185 7.020  0.414
C -4.686 0.983 5.545  -0.758
C -7.796 0.602 6.627  -0.855
H -5.218 0.252 7.535  0.331
H -4.070 1.576 7.507  -0.536
H -5.564 0.609 5.012  0.347
H -3.867 0.272 5.403  0.152
H -4.413 1.934 5.074  0.276
H -8.040 0.718 5.567  0.238
H -8.694 0.304 7.175  0.304
H -7.081 -0.206 6.751  0.320

Cartesian forces (eV/Å) of the 6 atoms listed first:
-0.28 -0.81 -0.42
0.44 0.46 -0.41
-0.82 0.27 1.60
-2.19 1.30 2.08
1.40 -1.51 -1.50
0.61 1.55 -1.10

No. 2
Computed, not measured: a structure of composition C11H17BiN3O4 in a non-equilibrium geometry, with ωB97M-V/def2-TZVPD.

- LUMO: -13.693 eV
- Net charge: +3
- Total energy: -30146.0734 eV

Each line ends with the Mulliken charge.
Element x y z (Å)
Bi 0.039 -0.597 -1.568  1.310
O -0.002 3.245 -2.175  -0.061
C 0.016 2.095 -2.172  0.053
C 0.011 -2.725 -2.032  0.242
O 0.007 -3.883 -1.960  -0.015
C 2.365 -0.138 -1.991  0.248
O 3.513 0.041 -1.960  -0.044
C -2.319 -0.147 -1.991  0.227
O -3.451 0.018 -1.956  -0.024
C -0.003 0.681 -5.515  -0.509
H -0.951 1.217 -5.356  0.327
H 0.943 1.220 -5.364  0.327
C -0.001 -0.652 -5.620  -0.609
H 0.940 -1.214 -5.557  0.328
H -0.938 -1.219 -5.547  0.329
C -0.090 2.562 1.758  -0.899
N -0.044 1.287 2.507  0.018
C -0.049 1.403 3.958  -1.082
C -0.017 0.133 1.788  1.009
N -0.058 0.343 0.461  -0.231
N 0.047 -1.141 2.249  -0.015
C 0.061 -1.599 3.626  -1.038
C 0.080 -2.262 1.311  -0.998
H -0.104 3.384 2.478  0.320
H -0.988 2.662 1.119  0.393
H 0.783 2.710 1.095  0.373
H -0.921 0.871 4.374  0.432
H 0.864 0.944 4.374  0.425
H -0.090 2.464 4.256  0.322
H -0.119 1.350 0.244  -0.186
H -0.822 -2.232 3.813  0.393
H 0.977 -2.185 3.807  0.384
H 0.044 -0.779 4.327  0.287
H -0.820 -2.363 0.700  0.278
H 0.962 -2.282 0.666  0.293
H 0.136 -3.209 1.854  0.394

Cartesian forces (eV/Å) of the 6 atoms listed first:
-0.32 5.29 1.33
0.06 -4.42 -0.12
-0.05 4.91 0.01
-0.10 -11.61 -0.22
0.02 5.78 -0.55
8.39 1.15 0.01

No. 3
Computed, not measured: the molecule C2H2ClNO3S in a non-equilibrium geometry, with ωB97M-V/def2-TZVPD.

- LUMO: -0.098 eV
- Net charge: 0
- SMILES string: [H]/N=C(\Cl)OSOC=O
- Total energy: -33094.5886 eV

Each line ends with the Mulliken charge.
Element x y z (Å)
C 1.949 0.635 0.320  0.221
C -1.513 -0.538 -0.234  0.716
N -0.417 -0.989 -0.621  -0.544
O -1.692 0.699 0.021  -0.345
O 0.745 0.988 0.829  -0.294
O 2.456 1.078 -0.692  -0.464
S -0.415 1.851 -0.075  0.257
Cl -2.946 -1.454 0.240  -0.162
H 2.303 -0.234 0.789  0.392
H -0.470 -2.037 -0.578  0.222

Cartesian forces (eV/Å) of the 6 atoms listed first:
-0.30 1.02 -4.07
0.74 -2.11 0.02
0.00 -2.65 -0.12
-0.49 4.11 0.79
-0.84 1.15 0.35
-0.83 -0.18 2.04

No. 4
Computed, not measured: the molecule C4H5NO, with ωB97M-V/def2-TZVPD.

- LUMO: 0.962 eV
- Net charge: 0
- SMILES string: C=C1COC=N1
- Total energy: -7765.4744 eV

Each line ends with the Mulliken charge.
Element x y z (Å)
C 1.692 -0.452 0.496  -0.823
C 0.443 -0.318 0.066  0.561
C -0.584 0.620 0.645  -0.299
O -1.510 0.781 -0.446  -0.353
C -1.180 -0.205 -1.306  0.062
N -0.144 -0.915 -1.083  -0.560
H -0.176 1.583 0.952  0.284
H 2.053 0.213 1.274  0.241
H 2.382 -1.177 0.082  0.302
H -1.134 0.168 1.481  0.208
H -1.841 -0.296 -2.162  0.377

Cartesian forces (eV/Å) of the 6 atoms listed first:
-0.09 -0.02 -0.05
0.29 0.13 0.21
0.09 0.04 0.17
-0.07 -0.02 -0.09
0.07 -0.20 -0.11
-0.20 0.26 0.02

No. 5
Computed, not measured: a structure of composition C8H5CeCl2NO3STi in a non-equilibrium geometry, with ωB97M-V/def2-TZVPD.

- LUMO (alpha / beta): -17.400 / -17.261 eV
- Net charge: +4
- Spin multiplicity: 3
- Total energy: -87887.2218 eV

Each line ends with the Mulliken charge.
Element x y z (Å)
Ti 0.416 -0.271 -5.201  0.376
Ce -0.080 0.189 -1.947  1.716
Cl -1.645 -0.485 -4.139  -0.156
Cl 2.113 -0.055 -3.698  -0.188
C -0.539 -1.293 -0.321  0.190
C -0.125 0.951 -6.688  0.487
C 0.729 -1.688 -6.518  0.454
O -0.911 -2.001 0.568  -0.028
O -0.635 1.456 -7.622  0.080
O 0.776 -2.391 -7.471  0.105
S -0.205 1.515 0.692  -0.206
C -0.049 0.872 2.274  0.409
N -1.177 0.496 2.991  -0.012
C -1.176 0.170 4.321  -0.159
C 0.026 0.069 4.994  -0.505
C 1.224 0.323 4.306  -0.225
C 1.171 0.698 2.946  -0.341
H -2.070 0.562 2.511  0.282
H -2.147 -0.034 4.770  0.453
H 0.046 -0.192 6.048  0.436
H 2.184 0.260 4.822  0.454
H 2.077 0.850 2.362  0.378

Cartesian forces (eV/Å) of the 6 atoms listed first:
-0.11 0.42 4.25
0.59 3.77 1.00
0.90 -0.04 -0.94
-0.33 -0.04 -0.70
-3.16 -6.50 8.87
-4.25 5.13 -8.65